1.
10
Properties=species:S:1:pos:R:3 method="wB97M-V/def2-TZVPD" smiles="C=O.CS" homo_energy_ev=-8.963 total_energy_ev=-15052.359
C 1.2858 -1.9031 1.6931
S 2.4328 -2.6816 0.4456
H 0.9613 -1.0237 1.1912
H 0.5103 -2.5822 2.0152
H 1.8069 -1.5227 2.6228
H 1.4688 -3.1753 -0.3062
O -1.9390 2.1182 -1.4621
C -2.1614 3.2591 -1.9267
H -1.2196 3.9400 -2.2166
H -3.1459 3.5712 -2.0563

***

2.
76
Properties=species:S:1:pos:R:3 method="wB97M-V/def2-TZVPD" charge=-1 homo_energy_ev=-6.554 total_energy_ev=-289431.600
Ti 0.4959 0.5107 -0.2450
Br -3.5469 0.7356 2.9525
C -1.7802 0.6203 3.6399
C -1.5762 -0.0228 4.8552
C -0.2774 -0.1028 5.3182
C 0.7487 0.4438 4.5595
C 0.4209 1.0364 3.3492
N -0.8298 1.1334 2.8977
C 1.5278 1.5456 2.4560
O 2.5470 2.0253 2.8890
O 1.2876 1.3598 1.1850
H -2.4056 -0.4461 5.3997
H -0.0666 -0.5973 6.2560
H 1.7807 0.4065 4.8698
Br -1.1392 -4.1726 -7.2533
C -1.2543 -3.0917 -5.6952
C -0.1087 -2.8468 -4.9577
C -0.1974 -2.0500 -3.8289
C -1.4211 -1.5151 -3.4447
C -2.5608 -1.7834 -4.1937
C -2.4838 -2.5711 -5.3283
C -1.5378 -0.6371 -2.2258
O -2.6131 -0.2933 -1.7798
O -0.3808 -0.2857 -1.7597
H 0.8359 -3.2735 -5.2596
H 0.6795 -1.8457 -3.2294
H -3.5017 -1.3633 -3.8700
H -3.3622 -2.7807 -5.9206
F 4.0010 0.0850 -0.4013
B 3.2090 -1.0400 -0.2963
F 2.0663 -0.8222 -1.2213
F 2.6663 -1.1722 0.9777
F 3.8537 -2.1615 -0.7137
N -1.9155 5.0112 2.7027
C -1.9603 4.4159 1.7167
N -2.0995 3.8143 0.5556
C -1.4019 2.8435 0.1842
N -0.8129 1.9603 -0.3280
F -3.9258 -4.9295 6.2896
C -2.6058 -4.6774 6.2629
F -2.3214 -4.0112 7.4066
F -1.9797 -5.8686 6.3621
C -2.1826 -3.9138 5.0467
C -0.8249 -3.8095 4.7614
C -0.4064 -3.0764 3.6712
C -1.3429 -2.4391 2.8524
C -2.7017 -2.5598 3.1406
C -3.1198 -3.2912 4.2353
C -0.9016 -1.6235 1.7744
C -0.4549 -0.8598 0.9425
H -0.1005 -4.3012 5.3954
H 0.6449 -2.9750 3.4409
H -3.4194 -2.0580 2.5086
H -4.1730 -3.3759 4.4595
C -0.8388 2.5707 -3.6094
C 0.5752 2.0631 -3.8552
As 1.6983 2.0086 -2.2530
C 3.4495 1.5348 -2.9881
C 3.8169 2.1854 -4.3173
C 1.9272 3.9079 -1.8497
C 2.7298 4.1044 -0.5713
H -1.4129 2.5487 -4.5371
H -0.8353 3.6011 -3.2494
H -1.3668 1.9666 -2.8717
H 1.0817 2.6867 -4.5986
H 0.5551 1.0387 -4.2389
H 3.4651 0.4462 -3.0574
H 4.1661 1.7936 -2.2044
H 3.1812 1.8348 -5.1290
H 4.8481 1.9449 -4.5842
H 3.7377 3.2725 -4.2773
H 0.9253 4.3345 -1.7502
H 2.4093 4.3965 -2.7034
H 2.2359 3.6344 0.2831
H 2.8567 5.1660 -0.3497
H 3.7231 3.6568 -0.6503

***

3.
61
Properties=species:S:1:pos:R:3 method="wB97M-V/def2-TZVPD" smiles="CCOCCCNc1nc2nc3ccc(C)cn3c(=O)c2cc1C(=O)NC[C@H]1CCCO1" homo_energy_ev=-7.945 total_energy_ev=-39963.954
C -0.7060 -2.7960 -4.0435
C -0.3513 -3.5039 -2.7462
O 1.0487 -3.6139 -2.6698
C 1.5344 -3.9940 -1.4082
C 3.0341 -3.7154 -1.3638
H 3.4370 -4.0776 -0.4162
H 3.5147 -4.2508 -2.1822
C 3.3176 -2.2178 -1.5218
N 2.8191 -1.4641 -0.4013
C 1.7209 -0.7055 -0.4501
N 1.1664 -0.4946 -1.6378
C 0.0654 0.2338 -1.7400
N -0.4549 0.3884 -2.9768
C -1.5541 1.0664 -3.1223
N -2.2404 1.6661 -2.0776
C -3.3897 2.3683 -2.2960
C -3.9303 2.5201 -3.5303
C -3.2565 1.9141 -4.6265
C -2.1132 1.2157 -4.4255
H -1.5729 0.7410 -5.2273
H -3.6716 2.0204 -5.6176
C -5.1903 3.2934 -3.7527
H -5.5740 3.6865 -2.8157
H -5.0071 4.1237 -4.4334
H -5.9492 2.6550 -4.2031
H -3.8235 2.7875 -1.3986
C -1.7676 1.5697 -0.7319
O -2.3862 2.1171 0.1618
C -0.5613 0.8091 -0.6010
C 0.0362 0.6109 0.6512
C 1.1949 -0.1208 0.7629
C 1.8658 -0.3609 2.0615
O 2.6361 -1.2997 2.2542
N 1.6262 0.5545 3.0233
H 0.9267 1.2677 2.8887
C 2.0651 0.3806 4.3842
H 2.7297 -0.4854 4.4080
H 2.6082 1.2753 4.7042
C 0.8534 0.1564 5.3052
H 0.3373 -0.7575 4.9830
C 1.2480 0.1058 6.7869
H 0.5982 -0.5837 7.3259
H 2.2808 -0.2079 6.9187
C 0.9933 1.5405 7.2463
H 1.8449 2.1769 7.0043
C -0.2128 1.9184 6.3902
H -1.1448 1.5778 6.8634
O -0.0437 1.2523 5.1524
H -0.2906 2.9892 6.1905
H 0.7854 1.6172 8.3105
H -0.4743 1.0289 1.5086
H 3.1510 -1.6981 0.5325
H 4.3966 -2.0548 -1.6034
H 2.8132 -1.8493 -2.4157
H 1.0255 -3.4216 -0.6163
H 1.3381 -5.0641 -1.2251
H -0.7295 -2.9234 -1.8891
H -0.8123 -4.5061 -2.7038
H -0.2761 -3.3336 -4.8838
H -0.3018 -1.7872 -4.0194
H -1.7858 -2.7503 -4.1593

***

4.
26
Properties=species:S:1:pos:R:3 method="wB97M-V/def2-TZVPD" charge=+1 smiles="c1ncc(CC[NH+]=C2CCC2)[nH]1" homo_energy_ev=-12.314 total_energy_ev=-14021.642
C -3.5105 -1.0601 -0.4588
C -1.5247 -0.7979 0.4484
C -1.9789 0.4656 0.1059
C -1.3741 1.8686 0.3347
C 2.8947 -1.5376 0.2252
C 2.2226 -1.1019 -1.1586
C 2.2705 -0.2988 0.8339
C 0.1339 1.7365 0.3847
C 1.5058 -0.0381 -0.4286
N -2.5754 -1.7532 0.1310
N -3.2070 0.2633 -0.4945
N 0.7000 0.8895 -0.7120
H -4.4775 -1.5150 -0.7563
H -1.7434 2.4858 -0.4666
H -1.6546 2.2434 1.3396
H 2.3080 -2.5630 0.4462
H 3.9063 -1.5257 0.4645
H 2.9963 -0.8593 -1.8454
H 1.6488 -1.9806 -1.4147
H 1.5655 -0.4731 1.6908
H 2.9049 0.5972 1.1269
H 0.8195 2.5982 0.2508
H 0.3729 1.4087 1.3963
H -3.8148 0.9454 -0.8522
H -0.5863 -0.9458 0.9233
H 0.1974 0.9482 -1.5149

***

5.
12
Properties=species:S:1:pos:R:3 method="wB97M-V/def2-TZVPD" charge=-1 smiles="O=CCNC[O-]" homo_energy_ev=-2.764 total_energy_ev=-8791.300
O 1.8910 1.9593 0.3539
C 1.0506 1.0472 0.4652
C 0.9915 -0.2903 -0.1473
N -0.3604 -0.4714 -0.9383
C -1.5012 -0.6320 0.0977
O -1.1432 -0.2835 1.3758
H 0.1567 1.5899 1.0406
H 1.8685 -0.3458 -0.8408
H 1.1793 -1.0772 0.6407
H -0.1643 0.2880 -1.6290
H -2.3374 -0.0961 -0.3035
H -1.6310 -1.6881 -0.1150

***

6.
19
Properties=species:S:1:pos:R:3 method="wB97M-V/def2-TZVPD" smiles="C[C@H](N)CNC(N)=O" homo_energy_ev=-9.071 total_energy_ev=-10844.506
C 0.8134 -0.6728 0.6306
N -0.1665 0.2036 1.3491
C -1.3400 0.5341 0.7445
N -1.8997 1.6854 1.2862
O -1.9798 -0.0865 -0.0742
C 1.2271 -0.1865 -0.7977
C 0.3057 -0.8122 -1.8328
N 2.6051 -0.7362 -0.8694
H 1.6423 -0.7085 1.3190
H 0.3551 -1.6336 0.4265
H 0.3626 0.9638 1.7157
H -1.3000 2.3532 1.7629
H -2.8186 1.9804 1.0195
H 1.2609 0.9036 -0.8754
H 0.4626 -0.4966 -2.8679
H 0.3514 -1.9066 -1.7981
H -0.6671 -0.3964 -1.5556
H 2.8058 -1.3008 -1.6650
H 3.3045 -0.0128 -0.8396

***

7.
106
Properties=species:S:1:pos:R:3 method="wB97M-V/def2-TZVPD" smiles="C[C@H](Cl)CN(C[C@H](O)C(F)(F)F)C(=O)Oc1ccccc1.O=[N+]([O-])c1ccccc1.O=[N+]([O-])c1ccccc1.O=[N+]([O-])c1ccccc1.O=[N+]([O-])c1ccccc1.O=[N+]([O-])c1ccccc1" homo_energy_ev=-8.843 total_energy_ev=-101457.700
C 2.5293 3.0995 1.5203
C 1.6073 2.8066 0.2581
Cl 1.1451 4.4362 -0.4182
C 0.2647 2.1921 0.8727
N -0.8836 2.2461 -0.0560
C -2.1046 2.0715 0.7435
C -3.4812 2.2816 0.0530
O -3.9404 1.1421 -0.7086
C -3.6794 3.5793 -0.8148
F -4.4031 3.2193 -1.9478
F -4.4508 4.5273 -0.1565
F -2.5685 4.2103 -1.2600
C -0.7442 1.3700 -1.1747
O -1.4375 1.5556 -2.1439
O 0.2273 0.3663 -1.2956
C 0.0002 -0.7306 -0.4688
C 1.1913 -1.5439 -0.1556
C 1.1695 -2.7273 0.6975
C -0.1529 -3.1293 1.2851
C -1.3464 -2.3507 0.9448
C -1.2679 -1.1647 0.0736
H 3.5882 3.3153 1.2424
H 2.0820 3.9301 2.1345
H 2.5075 2.1858 2.1882
H 2.0951 2.1203 -0.4737
H 0.1002 2.7799 1.8203
H 0.5398 1.1517 1.2137
H -2.1401 1.0590 1.2503
H -2.0514 2.8038 1.6020
H -4.2387 2.3598 0.8899
H -4.7721 0.8234 -0.3220
H 2.1862 -1.2203 -0.6133
H 2.1320 -3.2583 0.8817
H -0.1654 -4.0132 1.9629
H -2.3000 -2.6972 1.4044
H -2.1927 -0.5825 -0.1355
C -5.1554 2.0929 -4.6589
C -3.8976 1.6925 -4.2249
C -2.9993 1.1327 -5.1231
C -3.3709 0.9835 -6.4533
C -4.6286 1.3743 -6.8943
C -5.5223 1.9305 -5.9905
N -2.4162 0.4152 -7.4110
O -1.3284 0.0646 -6.9890
O -2.7637 0.3286 -8.5768
H -5.8531 2.5349 -3.9564
H -3.6161 1.8174 -3.1929
H -2.0219 0.8242 -4.7742
H -4.9223 1.2548 -7.9293
H -6.5053 2.2417 -6.3239
C -6.7055 8.4670 3.0910
C -7.3957 7.6365 3.9661
C -6.8778 6.3925 4.2976
C -5.6658 5.9939 3.7499
C -4.9734 6.8134 2.8700
C -5.4983 8.0546 2.5401
N -5.1015 4.6903 4.1159
O -5.7430 3.9873 4.8750
O -4.0199 4.3851 3.6407
H -7.1100 9.4406 2.8380
H -8.3373 7.9610 4.3922
H -7.4227 5.7528 4.9798
H -4.0308 6.5029 2.4377
H -4.9648 8.7031 1.8560
C 1.7668 -4.5653 -4.8520
C 2.5517 -4.7378 -3.7184
C 2.0040 -5.2968 -2.5727
C 0.6703 -5.6832 -2.5760
C -0.1235 -5.5081 -3.7013
C 0.4304 -4.9457 -4.8426
N 0.0942 -6.2960 -1.3756
O 0.8140 -6.4167 -0.3976
O -1.0682 -6.6517 -1.4216
H 2.1988 -4.1330 -5.7475
H 3.5927 -4.4383 -3.7293
H 2.6234 -5.4267 -1.6948
H -1.1647 -5.8037 -3.7047
H -0.1787 -4.8066 -5.7274
C 2.7541 -6.9942 3.6582
C 2.5911 -5.8668 2.8618
C 3.2111 -4.6819 3.2035
C 4.0088 -4.6291 4.3410
C 4.1761 -5.7468 5.1471
C 3.5419 -6.9335 4.8022
N 4.6877 -3.3811 4.6870
O 4.4939 -2.4227 3.9640
O 5.4066 -3.3735 5.6700
H 2.2689 -7.9242 3.3842
H 1.9759 -5.9181 1.9699
H 3.0736 -3.8140 2.5740
H 4.7910 -5.7099 6.0372
H 3.6662 -7.8133 5.4219
C 8.5772 -0.2291 1.8795
C 8.6016 0.6198 0.7780
C 7.5021 0.6947 -0.0648
C 6.3843 -0.0828 0.2092
C 6.3541 -0.9349 1.2973
C 7.4560 -1.0085 2.1371
N 5.2084 0.0061 -0.6584
O 5.2674 0.7518 -1.6171
O 4.2293 -0.6709 -0.3699
H 9.4351 -0.2815 2.5404
H 9.4775 1.2254 0.5794
H 7.5291 1.3582 -0.9196
H 5.4831 -1.5427 1.5079
H 7.4396 -1.6701 2.9947

***

8.
96
Properties=species:S:1:pos:R:3 method="wB97M-V/def2-TZVPD" charge=-1 homo_energy_ev=-4.492 total_energy_ev=-118330.323
O -1.9623 2.2981 4.9430
C -1.9982 1.9397 3.7355
Cl -3.5840 1.4780 2.8799
C -0.6671 1.8755 2.8694
Ga 0.7685 3.2847 3.3864
O 0.0646 4.8960 4.0872
C 1.7548 3.7434 1.5914
O 2.7172 4.8495 1.7710
O 2.1562 5.8706 1.0307
H -0.1693 0.8429 3.0388
H -0.9706 1.9142 1.7547
H 1.9149 2.6829 4.3679
H -0.2217 4.7932 5.0219
H 2.2616 2.7718 1.2573
H 0.9108 4.0601 0.8719
H 2.1259 6.6795 1.5923
C 6.8910 5.3864 5.8362
O 6.1633 4.4438 5.0623
C 5.3651 5.0681 4.0541
C 6.0173 4.9448 2.6785
O 7.2202 5.7161 2.6049
C 8.3823 4.9099 2.7172
H 7.6139 4.8403 6.4445
H 7.4287 6.0975 5.2031
H 6.2079 5.9243 6.5009
H 5.1691 6.1163 4.3034
H 4.4062 4.5421 4.0362
H 5.3328 5.3511 1.9284
H 6.2081 3.8962 2.4264
H 8.5268 4.3362 1.7965
H 8.3250 4.2317 3.5720
H 9.2422 5.5706 2.8522
C -8.6206 -2.9211 4.0294
O -8.8171 -1.5148 4.1003
C -7.5844 -0.7942 4.1161
C -7.2845 -0.1817 2.7531
O -7.0070 -1.1907 1.7822
C -8.1104 -1.4236 0.9188
H -9.5853 -3.3884 3.8267
H -7.9240 -3.1902 3.2312
H -8.2460 -3.2905 4.9889
H -6.7607 -1.4350 4.4473
H -7.6973 0.0129 4.8462
H -6.3842 0.4349 2.8360
H -8.1053 0.4644 2.4234
H -8.2195 -0.5855 0.2236
H -9.0393 -1.5678 1.4756
H -7.9050 -2.3282 0.3412
C -4.6582 -3.7348 -0.1118
O -5.3805 -4.6858 -0.8876
C -6.1778 -4.0683 -1.8967
C -5.5240 -4.1891 -3.2685
O -4.3298 -3.4131 -3.3401
C -3.1599 -4.2108 -3.2243
H -3.9333 -4.2742 0.4991
H -4.1239 -3.0223 -0.7451
H -5.3465 -3.2006 0.5498
H -6.3800 -3.0206 -1.6498
H -7.1347 -4.6002 -1.9156
H -6.2099 -3.7870 -4.0213
H -5.3269 -5.2372 -3.5187
H -3.0090 -4.7833 -4.1445
H -3.2126 -4.8890 -2.3695
H -2.3064 -3.5431 -3.0881
C 0.7310 -1.7198 -3.5763
O -0.2382 -1.3576 -4.5530
C -1.4088 -0.7869 -3.9697
C -1.4182 0.7299 -4.1210
O -0.3915 1.3342 -3.3373
C 0.7251 1.7266 -4.1221
H 1.6596 -1.9629 -4.0936
H 0.9212 -0.9026 -2.8758
H 0.3911 -2.6053 -3.0306
H -1.5031 -1.0768 -2.9178
H -2.2668 -1.1990 -4.5104
H -2.3720 1.1139 -3.7453
H -1.3299 1.0198 -5.1738
H 0.4685 2.6071 -4.7188
H 1.0650 0.9204 -4.7768
H 1.5389 1.9931 -3.4442
C 7.0462 -2.0177 -2.2837
O 7.2961 -2.9775 -3.3045
C 6.5205 -4.1624 -3.1373
C 5.3356 -4.1875 -4.0963
O 4.3822 -3.1794 -3.7666
C 4.4656 -2.0558 -4.6322
H 7.5170 -1.0792 -2.5784
H 5.9757 -1.8468 -2.1458
H 7.4924 -2.3544 -1.3432
H 6.1871 -4.2688 -2.0997
H 7.1769 -5.0074 -3.3683
H 4.8254 -5.1513 -3.9987
H 5.6690 -4.0870 -5.1349
H 4.0612 -2.3150 -5.6154
H 5.4923 -1.6973 -4.7358
H 3.8571 -1.2542 -4.2081

***

9.
9
Properties=species:S:1:pos:R:3 method="wB97M-V/def2-TZVPD" homo_energy_ev=-8.958 total_energy_ev=-29811.506
C -0.8571 -0.7234 0.3635
N 2.0769 -0.5526 -0.2519
N -1.9853 -1.1090 0.5083
O 1.0235 1.7836 -0.7478
O -0.1868 0.4101 0.8698
S 0.6143 -1.5178 -0.6461
S 1.4349 0.7292 0.3962
H 0.5239 1.3286 -1.3193
H -2.6443 -0.3487 0.8273

***

10.
77
Properties=species:S:1:pos:R:3 method="wB97M-V/def2-TZVPD" charge=-1 homo_energy_ev=-4.915 total_energy_ev=-105797.476
C 3.2978 4.4899 0.6079
C 2.8147 3.0714 0.6907
C 2.7639 2.4298 1.9335
C 2.2581 1.1401 2.0598
C 1.8052 0.4564 0.9301
C 1.1667 -0.9029 1.0913
C -0.2859 -0.7058 1.5563
O -1.2783 -1.0414 0.6421
B -2.4706 -0.5962 1.4222
C -3.9091 -1.1600 0.8346
I -5.2573 -1.5127 2.5208
C -4.5091 -0.1097 -0.0842
C -5.1187 1.1163 0.5505
I -5.9338 -0.9707 -1.4908
O -2.1471 -1.0942 2.7946
C -0.7817 -1.3501 2.8514
S -0.5689 -3.1887 2.9194
C 1.8916 1.0626 -0.3185
C 2.3909 2.3586 -0.4227
H 2.5270 5.1357 1.0252
H 4.2083 4.6303 1.1840
H 3.4424 4.8132 -0.4171
H 3.0863 2.9603 2.8197
H 2.1935 0.6807 3.0336
H 1.7364 -1.4362 1.8485
H 1.1654 -1.4488 0.1548
H -0.4092 0.3696 1.7587
H -2.4710 0.6422 1.3184
H -3.8351 -2.1193 0.3383
H -3.6826 0.2123 -0.7108
H -6.1086 0.9273 0.9489
H -4.4796 1.5035 1.3362
H -5.2134 1.8994 -0.2027
H -0.3158 -0.9246 3.7391
H -1.1629 -3.3727 4.1021
H 1.5324 0.5437 -1.1917
H 2.4217 2.8539 -1.3805
C -2.0623 4.8215 -0.2730
S -0.8213 3.6905 -0.9033
O 0.3942 4.5119 -1.1711
C -1.6200 3.4259 -2.4917
H -1.7374 5.1486 0.7135
H -2.1569 5.6768 -0.9317
H -3.0146 4.2989 -0.1882
H -1.7421 4.3816 -3.0026
H -2.5877 2.9499 -2.3324
H -0.9814 2.7684 -3.0782
C 3.7189 -5.8250 -0.5705
S 2.2163 -4.8384 -0.6058
O 2.6463 -3.4170 -0.6044
C 1.6915 -5.2621 1.0577
H 4.2363 -5.6780 -1.5169
H 4.3525 -5.4883 0.2524
H 3.4717 -6.8784 -0.4562
H 2.4663 -4.9832 1.7724
H 1.5125 -6.3386 1.0897
H 0.7635 -4.7458 1.3128
C 7.0426 -7.2644 -1.3914
S 5.9172 -8.2054 -2.4305
O 4.8066 -8.6795 -1.5681
C 7.0145 -9.6091 -2.6712
H 6.5342 -6.3524 -1.0880
H 7.3033 -7.8508 -0.5100
H 7.9360 -7.0110 -1.9623
H 7.2766 -10.0370 -1.7035
H 7.9097 -9.2826 -3.2008
H 6.4832 -10.3461 -3.2692
C -6.2759 6.6870 0.1272
S -5.5323 6.7763 -1.5049
O -4.0612 6.8310 -1.3051
C -6.0751 8.4505 -1.8730
H -6.0163 5.7219 0.5575
H -5.8813 7.4874 0.7533
H -7.3592 6.7666 0.0375
H -5.6956 9.1329 -1.1123
H -7.1643 8.4793 -1.9050
H -5.6727 8.7225 -2.8463